Entry 1:
ORCA calculation (ωB97M-V with the def2-TZVPD basis set) on a structure of composition C39H83FeN3O10 at a distorted geometry.

Structure (ORCA input):
```
! wB97M-V def2-TZVPD RIJCOSX def2/J DEFGRID3
* xyz -1 6
Fe -2.92 -30.19 -25.94
C -6.30 -29.24 -23.81
C -6.11 -29.90 -25.20
O -4.92 -29.70 -25.88
H -5.70 -29.75 -23.05
H -7.33 -29.38 -23.47
H -6.12 -28.17 -23.87
H -6.95 -29.55 -25.82
H -6.40 -30.96 -25.10
C -1.66 -27.42 -22.52
C -2.72 -28.14 -23.29
O -2.34 -28.85 -24.40
H -0.94 -28.18 -22.23
H -2.05 -26.70 -21.79
H -1.19 -26.66 -23.15
H -3.43 -27.31 -23.46
H -3.32 -28.84 -22.69
C -3.43 -32.13 -22.17
C -3.39 -32.67 -23.66
O -3.04 -31.65 -24.51
H -3.63 -32.75 -21.29
H -4.18 -31.34 -22.10
H -2.46 -31.65 -21.99
H -4.43 -33.00 -23.82
H -2.72 -33.51 -23.87
C -0.90 -27.15 -27.51
C -2.41 -27.42 -27.33
O -2.75 -28.77 -27.52
H -0.39 -27.42 -26.59
H -0.92 -26.05 -27.57
H -0.40 -27.47 -28.42
H -2.89 -26.92 -28.19
H -2.82 -27.17 -26.35
C 3.98 -27.40 -24.72
C 2.75 -26.51 -25.01
C 1.92 -26.03 -23.79
O 2.09 -24.60 -23.72
C 2.93 -24.23 -24.70
O 3.24 -23.12 -25.00
O 3.40 -25.29 -25.38
H 4.83 -27.01 -24.15
H 4.45 -27.68 -25.67
H 3.63 -28.33 -24.28
H 2.09 -26.96 -25.75
H 2.17 -26.46 -22.82
H 0.88 -26.27 -24.01
C 3.34 -30.91 -20.77
C 2.39 -30.80 -21.95
C 3.20 -31.06 -23.26
C 3.46 -32.53 -23.51
C 2.18 -33.37 -23.40
C 1.35 -33.14 -22.11
N 1.19 -31.71 -21.92
O 0.27 -31.29 -20.92
C 0.06 -33.89 -22.39
C 2.08 -33.85 -20.92
C 1.87 -29.34 -22.12
H 2.80 -31.11 -19.84
H 3.91 -30.01 -20.55
H 3.97 -31.80 -20.80
H 2.58 -30.74 -24.10
H 4.06 -30.39 -23.26
H 4.13 -32.88 -22.71
H 4.01 -32.67 -24.44
H 2.41 -34.42 -23.58
H 1.63 -33.15 -24.32
H -0.70 -33.65 -21.65
H -0.45 -33.53 -23.29
H 0.07 -34.96 -22.58
H 3.09 -34.21 -21.14
H 2.22 -33.22 -20.04
H 1.48 -34.67 -20.54
H 1.34 -28.93 -21.26
H 1.22 -29.27 -23.00
H 2.76 -28.73 -22.22
H 0.75 -31.33 -20.08
C -2.09 -20.85 -21.80
C -1.59 -21.27 -23.21
C -0.69 -22.51 -23.07
C -1.45 -23.81 -22.81
C -2.49 -24.16 -23.79
C -3.46 -22.96 -24.04
N -2.78 -21.66 -24.03
O -3.57 -20.61 -24.47
C -4.12 -23.25 -25.41
C -4.53 -22.93 -22.95
C -0.83 -20.12 -23.88
H -2.95 -20.18 -21.78
H -1.39 -20.21 -21.25
H -2.17 -21.74 -21.18
H 0.08 -22.45 -23.84
H -0.09 -22.38 -22.16
H -1.89 -23.76 -21.81
H -0.74 -24.61 -22.58
H -3.02 -24.94 -23.23
H -2.22 -24.68 -24.71
H -4.28 -24.30 -25.65
H -5.12 -22.81 -25.49
H -3.55 -22.88 -26.27
H -5.07 -21.99 -23.02
H -5.06 -23.88 -22.87
H -4.01 -22.76 -22.00
H -0.57 -20.26 -24.93
H 0.12 -19.92 -23.39
H -1.44 -19.23 -23.75
H -3.18 -20.39 -25.33
C 0.62 -27.29 -18.90
C 0.39 -25.94 -18.16
C -0.71 -26.14 -17.13
C -0.14 -27.05 -15.98
C 1.01 -26.29 -15.33
C 2.21 -25.90 -16.27
N 1.62 -25.43 -17.53
O 2.58 -24.97 -18.47
C 3.09 -24.83 -15.66
C 3.12 -27.13 -16.59
C -0.21 -24.94 -19.15
H -0.27 -27.72 -19.37
H 1.03 -28.11 -18.31
H 1.39 -27.11 -19.66
H -1.00 -25.17 -16.72
H -1.50 -26.74 -17.58
H 0.15 -28.01 -16.40
H -1.03 -27.15 -15.34
H 1.55 -26.81 -14.54
H 0.56 -25.39 -14.89
H 3.13 -24.99 -14.58
H 4.10 -24.84 -16.07
H 2.72 -23.82 -15.88
H 2.46 -27.92 -16.98
H 3.86 -26.93 -17.37
H 3.61 -27.67 -15.78
H 0.41 -24.80 -20.04
H -0.26 -23.93 -18.73
H -1.21 -25.18 -19.50
H 3.17 -25.73 -18.55
*
```

Calculated values
- E_tot (eV) = -101114.01569
- gap between HOMO and LUMO (alpha / beta) (eV) = 7.09 / 6.70
- LUMO (alpha / beta) (eV) = 1.77 / 1.77
- molar mass (g mol⁻¹) = 809.9
- expectation value of S² = 8.77

Entry 2:
ORCA calculation (ωB97M-V with the def2-TZVPD basis set) on an isolated molecule of C2H3N3S2 at a distorted geometry.

Structure (ORCA input):
```
! wB97M-V def2-TZVPD RIJCOSX def2/J DEFGRID3
* xyz 0 1
C 0.87 -0.60 -0.39
C 2.99 0.30 0.00
N 2.17 -2.16 0.24
N 1.65 0.44 -0.14
N -0.46 -0.61 -0.16
S 3.96 1.61 0.03
S 3.43 -1.35 -0.05
H 1.13 1.28 0.21
H -1.11 -1.32 -0.50
H -1.03 0.22 -0.16
*
```

Calculated values
- E_tot (eV) = -28258.74058
- gap between HOMO and LUMO (alpha / beta) (eV) = 6.80 / 6.74
- LUMO (alpha / beta) (eV) = -0.71 / -0.82
- molar mass (g mol⁻¹) = 133.2
- relative energy (zero: lowest compared OMol25 entry of this formula, charge and spin) (eV) = 4.028

Entry 3:
ORCA calculation (ωB97M-V with the def2-TZVPD basis set) on an isolated molecule of C2H6N2S at a distorted geometry.

Structure (ORCA input):
```
! wB97M-V def2-TZVPD RIJCOSX def2/J DEFGRID3
* xyz 0 1
C -2.00 0.06 0.15
S -0.61 -0.84 -0.48
C 0.46 0.50 -0.45
N 1.70 0.49 -0.32
N 2.30 -0.68 -0.03
H -2.22 0.75 -0.64
H -2.96 -0.53 0.21
H -1.83 0.59 1.16
H 0.04 1.47 -0.57
H 3.29 -0.58 0.29
H 1.84 -1.23 0.69
*
```

Calculated values
- E_tot (eV) = -15985.13107
- gap between HOMO and LUMO (eV) = 9.06
- LUMO (eV) = 0.84
- molar mass (g mol⁻¹) = 90.2
- relative energy (zero: lowest compared OMol25 entry of this formula, charge and spin) (eV) = 1.667
- SMILES = CS/C=N\N